(1)
The following is a quantum chemistry calculation of a molecular structure, C17H44N2O19S3V at a distorted geometry, from the Open Molecules 2025 dataset.

- Multiplicity: 2
- HOMO (spin up / spin down): 0.57 / -1.49 eV
- E_LUMO (spin up / spin down): 0.1404 / 0.1402 Ha
- ⟨S²⟩: 0.76
- Net charge: -2
- Kohn-Sham gap (spin up / spin down): 3.248 / 5.301 eV

Positions of all 86 atoms, in Å:
O  -0.0132  -0.4482  -0.5255
V  0.8588  0.6187  -1.3348
O  0.7037  0.3273  -2.8697
C  -2.3345  1.9835  -2.0799
C  -1.4396  2.9492  -1.2839
C  -1.8155  2.8410  0.1846
O  -0.0793  2.7537  -1.4906
H  -2.1824  2.1312  -3.1491
H  -3.3977  2.1664  -1.9242
H  -2.0880  0.9627  -1.7879
H  -1.7571  3.9306  -1.6361
H  -1.7274  1.7895  0.4580
H  -2.8698  3.0652  0.3466
H  -1.3155  3.5172  0.8780
C  5.0505  1.0461  -2.1389
C  3.6289  1.1608  -1.6023
O  3.1084  0.1695  -1.0302
O  2.9282  2.1980  -1.8815
H  5.1289  1.3318  -3.1879
H  5.5043  0.0735  -1.9485
H  5.6417  1.6923  -1.4901
C  2.7466  -1.7201  1.6551
O  3.5508  -2.0888  0.5948
H  3.0429  -0.7697  2.0991
H  1.7681  -1.5997  1.1901
H  2.7068  -2.4854  2.4303
H  3.3002  -1.5307  -0.1450
O  2.1994  4.0099  0.5593
S  1.9626  2.8663  1.4212
O  1.4402  1.6479  0.8013
O  3.3736  2.4007  2.2799
C  4.1765  3.4401  2.8270
C  5.4951  3.5642  2.0929
C  0.8080  3.3404  2.8130
H  4.3968  3.2377  3.8751
H  3.6416  4.3899  2.8280
H  5.3787  3.5210  1.0100
H  6.2429  2.8413  2.4189
H  5.8406  4.5526  2.3956
H  -0.1226  3.7511  2.4215
H  1.3484  4.0927  3.3877
H  0.6019  2.4544  3.4135
O  -4.3372  -3.3702  1.8039
S  -4.4120  -2.5564  0.6348
O  -4.2297  -3.2492  -0.6793
O  -5.7923  -1.7196  0.7383
C  -6.2662  -1.1014  -0.4620
C  -7.5515  -1.6774  -0.9527
C  -3.2635  -1.1195  0.7839
H  -5.5311  -1.2669  -1.2496
H  -6.4438  -0.0523  -0.2255
H  -8.0437  -2.1424  -0.0985
H  -7.3014  -2.5057  -1.6156
H  -8.2613  -0.9791  -1.3962
H  -2.2299  -1.4093  0.5951
H  -3.4045  -0.7045  1.7819
H  -3.5597  -0.3532  0.0676
O  0.6362  -5.4231  3.8819
S  -0.3090  -4.3614  4.3359
O  -0.5856  -4.0669  5.7257
O  0.0762  -2.9560  3.5363
C  -0.7011  -1.7996  3.8233
C  -0.1439  -0.6765  2.9071
C  -1.9750  -4.6136  3.5277
H  -0.5754  -1.5674  4.8808
H  -1.7618  -1.9424  3.6168
H  0.9301  -0.5685  3.0582
H  -0.6757  0.2374  3.1718
H  -0.3658  -0.9918  1.8876
H  -2.0400  -3.9118  2.6962
H  -2.7410  -4.5210  4.2976
H  -1.9885  -5.6351  3.1477
C  -0.6813  1.2844  -5.4988
N  0.3520  0.8725  -6.4698
O  0.1071  0.0797  -7.3882
O  1.5433  1.0963  -6.0797
H  -0.6212  2.3079  -5.1288
H  -0.5564  0.5152  -4.7366
H  -1.6474  1.1675  -5.9897
C  3.1540  -2.0755  -4.0906
N  2.1774  -2.7238  -3.1214
O  1.7341  -2.0791  -2.1691
O  1.7756  -3.8092  -3.4654
H  2.6708  -1.8753  -5.0469
H  3.9451  -2.8069  -4.2556
H  3.4623  -1.1249  -3.6554

---

(2)
The following is a quantum chemistry calculation of a gas-phase ion, C5H6N (charge +1) at a distorted geometry, from the Open Molecules 2025 dataset.

- HOMO (spin up / spin down): -14.39 / -14.39 eV
- E_LUMO (spin up / spin down): -0.2113 / -0.2113 Ha
- Energy relative to the best compared isomer or geometry (same formula, charge and spin): 116.9 kcal/mol
- Net charge: +1
- Kohn-Sham gap (spin up / spin down): 8.644 / 8.644 eV

Positions of all 12 atoms, in Å:
C  -3.2174  -0.6134  -0.1281
C  -2.7396  0.5417  -0.2841
C  -1.6075  0.9830  0.1003
N  -0.4348  0.9668  0.1794
C  0.8099  1.2330  0.2330
C  1.8059  0.2355  -0.1384
H  -3.5133  -1.0569  0.9132
H  -3.7055  -1.1426  -0.9449
H  1.2159  2.2354  0.5831
H  2.0821  -0.4846  0.6769
H  1.1255  -0.5122  -0.8528
H  2.7420  0.6879  -0.6036